{"formula": "C35H37IrN6O2S3", "method": "ωB97M-V with the def2-TZVPD basis set", "elements": ["Ir", "C", "C", "N", "N", "C", "S", "S", "C", "C", "C", "C", "C", "C", "C", "C", "C", "C", "C", "C", "C", "O", "H", "H", "H", "H", "H", "H", "H", "H", "H", "H", "H", "H", "H", "H", "N", "C", "C", "C", "C", "C", "C", "C", "C", "C", "C", "C", "C", "C", "H", "H", "H", "H", "H", "H", "H", "H", "H", "H", "C", "S", "C", "H", "H", "H", "H", "H", "H", "C", "N", "C", "C", "O", "N", "C", "N", "H", "H", "H", "H", "H", "H", "H"], "positions_angstrom": [[0.352, -0.481, -0.246], [-3.137, -2.865, -1.208], [-1.711, -2.500, -0.908], [-1.458, -1.156, -0.659], [-2.505, -0.376, -0.833], [-2.729, 0.777, -0.299], [-1.837, 1.591, 1.001], [-4.244, 1.584, -0.651], [-4.009, 2.044, -2.435], [-4.138, 0.885, -3.368], [-5.390, 0.460, -3.805], [-5.507, -0.596, -4.694], [-4.372, -1.249, -5.153], [-3.121, -0.846, -4.709], [-3.007, 0.214, -3.823], [-0.711, -3.506, -0.805], [-1.074, -4.858, -0.586], [-0.137, -5.855, -0.446], [1.223, -5.556, -0.540], [1.618, -4.259, -0.789], [0.691, -3.217, -0.927], [1.128, -2.011, -1.243], [-3.536, -2.189, -1.963], [-3.754, -2.740, -0.311], [-3.222, -3.884, -1.571], [-3.031, 2.517, -2.503], [-4.791, 2.784, -2.604], [-6.280, 0.962, -3.442], [-6.485, -0.909, -5.035], [-4.461, -2.070, -5.853], [-2.230, -1.356, -5.055], [-2.028, 0.523, -3.476], [-2.118, -5.113, -0.474], [-0.458, -6.871, -0.255], [1.964, -6.334, -0.408], [2.667, -4.001, -0.868], [-0.220, 1.178, 0.704], [0.675, 1.991, 1.439], [1.133, 1.557, 2.753], [1.402, 2.486, 3.775], [1.852, 2.070, 5.014], [2.033, 0.720, 5.282], [1.733, -0.215, 4.300], [1.284, 0.194, 3.059], [1.060, 3.255, 0.867], [2.244, 3.923, 1.253], [2.629, 5.103, 0.648], [1.857, 5.674, -0.359], [0.693, 5.029, -0.763], [0.306, 3.839, -0.176], [1.207, 3.536, 3.605], [2.058, 2.803, 5.784], [2.384, 0.398, 6.254], [1.856, -1.270, 4.510], [1.070, -0.543, 2.297], [2.877, 3.484, 2.011], [3.545, 5.590, 0.959], [2.157, 6.602, -0.826], [0.078, 5.467, -1.540], [-0.609, 3.362, -0.497], [-2.037, -0.896, 4.076], [-1.935, -1.652, 2.434], [-1.068, -3.172, 2.899], [-1.038, -0.690, 4.451], [-2.571, -1.562, 4.753], [-2.590, 0.035, 3.963], [-1.628, -3.687, 3.679], [-0.065, -2.931, 3.252], [-1.004, -3.797, 2.012], [5.362, 1.703, -1.460], [4.388, 0.957, -0.699], [4.705, -0.254, 0.035], [3.314, -0.749, 0.439], [3.064, -1.697, 1.133], [2.395, 0.120, -0.122], [3.053, 1.051, -0.806], [2.434, 1.960, -1.557], [6.321, 1.644, -0.952], [5.074, 2.753, -1.519], [5.475, 1.309, -2.474], [5.317, -0.054, 0.916], [5.213, -0.991, -0.592], [1.436, 2.036, -1.413], [2.922, 2.788, -1.855]], "spin_multiplicity": 5, "orbital_gap_ev": [5.0, 6.1], "lumo_ev": [0.0, -1.3], "relative_energy_kcal_mol": 21.8, "e_homo_ha": [-0.1820, -0.2703], "total_energy_ha": -3133.7311}